{"formula": "CH3O2S2", "method": "the ωB97M-V functional and the def2-TZVPD basis", "e_above_lowest_kcal_mol": 66.3, "total_charge": -1, "orbital_gap_ev": [6.62, 7.17], "fmax_ha_per_bohr": 0.04609, "symbols": ["C", "O", "O", "S", "S", "H", "H", "H"], "positions_angstrom": [[0.54, -0.70, -0.01], [0.55, 2.48, 0.58], [0.09, -1.91, -0.50], [-1.95, 1.70, -0.60], [-0.55, 1.46, 0.83], [1.28, -0.33, -0.74], [0.88, -0.87, 0.97], [-0.85, -1.82, -0.53]], "nbo_charge": [-0.1636, -0.9656, -0.7563, -0.6842, 0.8455, 0.1364, 0.1154, 0.4725]}